# 1
{"formula": "C21H37NO15", "method": "ωB97M-V/def2-TZVPD", "species": ["C", "C", "C", "O", "C", "O", "O", "H", "H", "H", "H", "H", "H", "C", "C", "C", "O", "C", "O", "O", "H", "H", "H", "H", "H", "H", "C", "O", "C", "O", "O", "C", "H", "H", "H", "H", "H", "H", "C", "O", "C", "O", "O", "C", "H", "H", "H", "H", "H", "H", "C", "O", "C", "O", "O", "C", "H", "H", "H", "H", "H", "H", "C", "C", "C", "C", "N", "H", "H", "H", "H", "H", "H", "H"], "coordinates": [[0.01357, 1.64774, 6.33698], [-1.27638, 0.78928, 6.47333], [-2.60234, 1.45764, 5.99716], [-2.79201, 0.74133, 4.70396], [-2.06377, -0.38336, 4.67186], [-2.27897, -1.31843, 3.85500], [-1.13886, -0.32302, 5.62625], [0.31255, 1.64415, 5.33854], [0.80411, 1.20542, 6.97479], [-0.14007, 2.69381, 6.76396], [-1.44522, 0.39424, 7.41833], [-2.54305, 2.43867, 5.73379], [-3.52320, 1.25763, 6.60521], [0.17301, -1.76797, -3.57727], [0.07890, -0.45967, -4.32152], [1.17400, 0.50901, -3.93853], [1.92042, 0.62871, -5.04776], [1.41750, 0.15144, -6.04539], [1.85531, 0.23198, -7.18998], [0.27330, -0.60538, -5.74775], [1.03770, -2.25970, -3.81836], [-0.60456, -2.40892, -4.09045], [-0.02537, -1.68363, -2.51053], [-0.96101, 0.00416, -4.39983], [1.75927, 0.02351, -3.18045], [0.76527, 1.46930, -3.65911], [1.68419, 3.96311, 0.91077], [3.08372, 3.86789, 1.03542], [3.60189, 2.70571, 0.80601], [2.87240, 1.72437, 0.19306], [4.85757, 2.60964, 1.27882], [5.49315, 1.33854, 1.34158], [1.14567, 3.47213, 0.01315], [1.30435, 5.00312, 0.92819], [1.26769, 3.52554, 1.71916], [5.01430, 0.78478, 2.08426], [6.57404, 1.35566, 1.41747], [5.32841, 0.88094, 0.34238], [1.70601, -2.45646, -0.43613], [1.20934, -1.82488, 0.74910], [1.96717, -1.07947, 1.50558], [3.36688, -0.92957, 1.23600], [1.26998, -0.45902, 2.60134], [2.04814, 0.48705, 3.32131], [0.89759, -3.05285, -0.89698], [2.41162, -3.26717, -0.22895], [2.21775, -1.79696, -1.13108], [1.84659, 0.50252, 4.35267], [1.91865, 1.49029, 2.94242], [3.18485, 0.29398, 3.40867], [-3.48433, -4.54615, -6.38532], [-3.85574, -4.26789, -5.07731], [-3.42080, -3.19012, -4.44002], [-2.73159, -2.10300, -5.04288], [-3.57325, -3.17277, -3.11225], [-3.24592, -2.05713, -2.25399], [-4.18571, -4.94787, -7.03653], [-2.63770, -5.09210, -6.34916], [-3.11526, -3.57794, -6.75939], [-3.42815, -1.30618, -2.95000], [-2.17349, -2.02021, -2.07666], [-3.91686, -2.09219, -1.40283], [-2.30750, 1.66720, 1.35544], [-1.71794, 0.33835, 0.63662], [-0.42580, 0.61116, -0.19353], [-0.51189, 1.74575, -1.16319], [-0.66189, 2.62999, -1.87085], [-1.50029, 2.33311, 1.59731], [-2.83750, 1.39744, 2.21040], [-2.98751, 2.28564, 0.80697], [-2.56031, -0.05572, 0.00783], [-1.37658, -0.42431, 1.36968], [-0.17383, -0.27855, -0.83834], [0.36780, 0.90666, 0.50157]], "atomic_forces_ev_per_a": [[-1.18, 0.45, 3.27], [0.03, 2.01, -1.26], [-0.38, -3.86, -0.83], [-0.61, 0.53, 0.63], [-1.47, -2.53, -2.79], [1.33, 3.56, 3.19], [0.53, -1.73, -0.51], [0.45, 0.33, -1.61], [-0.32, 0.09, -0.53], [0.08, -1.24, -0.81], [0.13, -0.46, 1.99], [0.32, 2.82, -0.42], [1.06, 0.10, -0.31], [-3.79, 0.02, -1.46], [-2.40, 0.76, -1.03], [-1.98, -0.26, 2.45], [4.66, 3.36, 2.73], [-2.48, -3.80, -8.31], [-0.93, -0.06, 2.12], [1.89, 0.47, 0.04], [2.72, -0.97, -0.13], [0.45, 0.51, 1.01], [0.13, 0.04, -0.13], [1.16, -0.68, 1.38], [0.47, 0.39, 0.74], [0.22, 0.25, 0.43], [-1.86, 1.13, -3.49], [0.54, 1.12, -0.03], [-2.70, -6.42, -2.93], [4.35, 5.01, 3.38], [-1.12, 1.54, -0.22], [-0.25, -0.56, -3.15], [1.72, 0.70, 1.05], [1.08, -0.28, -0.09], [-1.31, -1.63, 2.85], [-0.47, -1.14, 1.09], [0.00, 0.96, 0.57], [-0.17, -0.24, 0.80], [0.63, -1.57, -0.31], [-0.70, 0.59, 0.91], [7.79, 1.74, -0.17], [-8.96, -1.01, 2.14], [1.89, -1.86, -2.96], [3.02, 0.17, -0.21], [-0.14, 1.07, 0.30], [0.28, 0.46, 0.66], [-0.34, 0.43, 0.19], [-1.34, -0.45, 1.21], [-0.13, 0.17, -0.42], [-1.75, -0.13, -1.08], [1.15, 4.31, -0.71], [-1.32, 0.55, 3.47], [4.56, 6.60, -2.32], [-4.15, -6.40, 3.01], [-0.82, -2.89, -1.18], [0.34, -0.70, -1.56], [-1.85, -0.73, -0.38], [2.64, -2.42, 0.08], [-0.36, -0.25, -0.55], [-0.45, 2.43, -0.34], [-0.13, -0.39, 0.52], [0.26, -0.09, 0.00], [1.68, -1.43, -1.49], [-0.80, 1.30, -0.13], [-0.56, 0.30, -1.08], [-0.54, -1.15, 1.26], [0.05, 0.64, -0.59], [0.60, 0.24, 0.47], [-0.62, -0.58, 1.66], [-0.35, -0.07, -1.09], [0.98, 0.03, 0.46], [-0.71, 0.53, -0.24], [0.09, 0.76, 1.05], [0.18, -0.47, -0.27]], "lowdin_charge": [0.002, -0.284, -0.002, 0.033, -0.521, 0.088, 0.080, 0.036, 0.094, 0.111, 0.126, 0.091, 0.150, -0.026, -0.305, -0.121, 0.160, -0.601, 0.114, 0.072, 0.065, 0.094, 0.045, 0.174, 0.131, 0.115, -0.048, 0.040, -0.462, -0.036, 0.007, -0.031, 0.104, 0.112, 0.036, 0.048, 0.096, 0.108, -0.033, -0.008, -0.328, -0.076, -0.024, -0.066, 0.100, 0.102, 0.096, 0.050, 0.079, 0.123, -0.031, 0.027, -0.380, -0.086, -0.014, 0.003, 0.085, 0.066, 0.106, 0.067, 0.076, 0.105, -0.054, -0.169, -0.172, -0.232, 0.161, 0.055, 0.023, 0.063, 0.103, 0.095, 0.101, 0.089], "relative_energy_kcal_mol": 66.6, "e_lumo_ev": 0.22, "homo_energy_ev": -10.004, "orbital_gap_ev": 10.229, "charge": 0, "total_energy_ev": -54572.2841}

=====

# 2
{"formula": "C21H38As4F24N5O3", "method": "ωB97M-V/def2-TZVPD", "species": ["C", "C", "O", "N", "H", "H", "C", "H", "H", "H", "H", "H", "H", "C", "C", "O", "N", "H", "H", "C", "H", "H", "H", "H", "H", "H", "C", "C", "O", "N", "H", "H", "C", "H", "H", "H", "H", "H", "H", "C", "N", "C", "C", "C", "C", "C", "C", "C", "C", "N", "C", "C", "C", "H", "H", "H", "H", "H", "H", "H", "H", "H", "H", "H", "H", "H", "H", "As", "F", "F", "F", "F", "F", "F", "As", "F", "F", "F", "F", "F", "F", "As", "F", "F", "F", "F", "F", "F", "As", "F", "F", "F", "F", "F", "F"], "coordinates": [[7.57773, 12.05094, -13.57377], [9.04723, 11.88125, -13.15197], [9.84698, 11.23162, -13.77766], [9.47160, 12.82175, -12.01623], [10.45101, 12.94843, -12.22792], [9.11996, 13.75546, -12.17319], [9.29532, 12.26789, -10.59895], [7.50972, 12.98887, -14.12491], [6.96196, 12.10019, -12.67570], [7.17416, 11.14482, -14.02564], [8.49104, 12.90109, -10.22440], [10.25307, 12.46774, -10.11845], [8.88478, 11.25815, -10.60154], [7.42464, 17.24832, -10.20869], [6.64623, 16.32039, -11.07262], [7.09708, 15.19516, -11.23874], [5.42038, 16.87668, -11.65408], [4.87903, 17.24520, -10.88516], [5.60506, 17.74715, -12.13184], [4.58746, 15.74119, -12.37372], [6.83176, 17.74290, -9.43929], [7.76801, 18.02908, -10.88737], [8.25775, 16.65797, -9.82720], [3.57372, 16.14077, -12.40155], [4.48616, 14.89256, -11.69720], [5.09554, 15.36360, -13.26106], [12.64844, 14.65559, -4.59697], [11.68081, 13.86335, -5.45628], [10.56342, 14.29562, -5.71242], [12.02567, 12.38217, -5.84456], [12.80922, 12.17886, -5.24054], [11.39710, 11.62829, -5.60656], [12.42301, 12.19021, -7.31360], [12.04486, 14.98644, -3.75179], [13.03591, 15.48731, -5.18536], [13.48347, 14.14346, -4.11892], [13.46945, 12.45332, -7.46791], [11.71729, 12.68801, -7.97862], [12.43079, 11.12060, -7.52329], [5.21462, 4.62501, -13.69354], [6.49955, 5.23196, -13.22681], [7.31071, 4.53234, -12.38137], [8.44167, 5.05936, -11.86400], [8.87840, 6.38048, -12.19125], [7.97375, 7.12346, -12.98396], [6.79592, 6.50232, -13.47610], [10.04857, 7.02140, -11.52002], [10.64850, 8.13724, -12.09201], [11.78723, 8.73684, -11.56382], [12.28168, 8.23068, -10.41169], [11.80226, 7.16056, -9.77524], [10.60122, 6.58038, -10.29637], [13.50585, 8.89865, -9.90199], [4.45589, 4.98828, -13.00038], [5.21682, 3.54732, -13.53023], [5.04106, 5.04290, -14.68519], [7.00109, 3.56413, -12.01653], [9.03091, 4.47113, -11.17612], [8.05012, 8.16318, -13.26600], [6.05131, 7.04838, -14.03627], [10.30582, 8.58399, -13.01363], [12.26733, 9.65035, -11.88226], [12.27231, 6.87978, -8.84432], [10.11176, 5.86061, -9.65703], [14.15161, 9.12944, -10.74923], [14.02134, 8.19759, -9.24557], [13.24052, 9.82294, -9.38879], [9.31498, 9.49899, -7.52983], [8.51856, 8.67714, -6.13891], [10.73545, 8.52799, -7.11192], [10.34478, 10.32431, -8.82723], [7.89442, 10.59298, -7.96292], [9.95910, 10.82298, -6.40292], [8.80793, 8.16250, -8.64555], [13.70527, 12.84628, -12.67506], [13.93980, 13.64804, -14.27809], [13.13125, 11.46167, -13.64897], [13.43858, 11.85274, -11.21755], [14.20965, 14.32368, -11.66618], [12.00644, 13.42745, -12.47410], [15.40809, 12.25722, -12.76366], [5.28097, 9.05807, -11.12922], [4.74375, 7.43108, -11.36211], [4.75495, 9.01759, -9.41375], [5.79260, 10.71569, -10.78679], [5.82766, 9.34593, -12.85078], [3.67180, 9.62466, -11.62061], [6.93442, 8.50291, -10.71247], [8.73318, 15.96379, -14.72328], [7.00036, 15.32828, -14.63607], [8.22558, 16.78992, -16.24526], [10.45942, 16.39317, -14.74874], [9.13359, 15.08187, -13.16341], [9.02945, 14.45729, -15.64441], [8.27178, 17.38466, -13.65090]], "atomic_forces_ev_per_a": [[0.61, -0.64, 1.72], [-1.09, 0.07, -2.24], [-0.59, 0.79, 2.03], [0.40, -2.45, -0.48], [1.20, -0.01, 0.10], [-0.91, 0.51, -0.09], [-0.86, 1.48, -1.13], [-0.11, -0.16, -0.30], [-0.02, 0.47, 0.26], [0.47, 0.31, -0.68], [0.23, -0.14, 0.60], [-0.38, -0.57, 0.21], [0.63, -0.04, -0.05], [-0.32, 0.43, -0.46], [3.87, -2.59, 1.28], [-2.79, 2.38, -0.61], [-1.11, -2.42, -0.47], [-0.51, -0.28, 0.72], [0.46, 0.04, -1.37], [-0.25, 0.66, 0.95], [0.02, -0.14, 0.17], [0.43, 0.21, 0.06], [-0.13, 0.44, 0.12], [0.22, 0.09, -0.96], [0.58, 0.24, 0.39], [-0.12, 0.75, -0.18], [0.12, -0.64, 0.02], [-4.07, 0.88, 0.18], [3.61, -1.78, 0.10], [1.69, 1.27, -0.49], [0.78, -0.13, -0.11], [-1.83, 0.05, -0.12], [0.46, -0.62, 0.23], [-0.11, 0.44, -0.27], [-0.15, 0.10, 0.15], [0.07, -0.40, -0.52], [-0.24, 0.77, 0.12], [0.15, 0.03, 0.34], [-0.61, 0.03, 0.21], [0.14, 0.99, 0.96], [0.51, -0.84, 1.07], [-0.66, -0.16, -0.05], [1.43, 1.44, -0.03], [-1.88, 0.19, 0.29], [-0.46, -1.27, -0.27], [0.86, 0.53, 0.21], [0.67, -0.10, 0.69], [0.97, 0.87, -0.73], [-1.36, -0.89, 1.17], [1.37, 0.38, -0.22], [-2.69, 0.02, -1.34], [1.11, 0.49, 0.37], [0.18, -0.28, 0.03], [-0.14, 0.28, -0.15], [0.37, 0.12, -0.75], [-0.18, -0.73, -0.01], [-0.29, -0.11, -0.49], [-0.06, -0.14, -0.03], [0.31, 0.06, 0.31], [0.14, 0.21, -0.09], [-0.24, -0.10, -0.11], [-0.06, 0.04, -0.58], [-0.12, -0.10, -0.07], [0.02, -0.25, -0.22], [-0.09, 0.06, 0.11], [-0.07, 0.21, 0.04], [-0.07, -0.16, -0.07], [-1.23, -0.10, 0.19], [0.60, 1.50, -1.86], [-0.18, 0.68, -0.46], [-1.11, -1.12, 1.22], [2.51, -1.96, 0.71], [-0.62, -1.12, -0.85], [0.62, 1.97, 1.12], [1.83, 0.96, -1.59], [-0.49, -0.38, 2.48], [0.17, 0.68, 1.21], [0.08, 0.45, -0.33], [-0.77, -2.42, -1.53], [1.14, -0.23, -0.27], [-1.99, 0.64, 0.44], [-0.65, 2.35, 1.58], [0.55, -0.18, -0.51], [0.61, -0.45, -1.76], [0.02, -0.56, -0.53], [-0.25, -0.95, 1.25], [1.28, -0.43, 0.24], [-1.24, 0.14, -0.62], [-0.34, -0.54, -1.22], [1.47, 0.89, 0.73], [1.04, -0.63, 2.29], [-2.30, -0.04, -0.22], [-0.65, 0.79, -1.11], [0.06, 1.41, 1.10], [0.30, -1.55, -1.21]], "lowdin_charge": [0.037, -0.338, 0.144, 0.085, 0.080, 0.086, 0.040, 0.068, 0.070, 0.079, 0.090, 0.084, 0.086, 0.029, -0.414, 0.130, 0.133, 0.173, 0.186, 0.080, 0.099, 0.104, 0.110, 0.102, 0.104, 0.088, 0.026, -0.306, 0.153, 0.099, 0.153, 0.125, 0.024, 0.106, 0.107, 0.088, 0.106, 0.101, 0.071, 0.057, -0.069, -0.005, 0.039, -0.079, 0.054, 0.003, -0.113, 0.056, 0.043, -0.079, 0.022, 0.058, 0.036, 0.108, 0.105, 0.111, 0.147, 0.126, 0.116, 0.145, 0.121, 0.129, 0.143, 0.125, 0.113, 0.104, 0.084, 1.014, -0.266, -0.291, -0.320, -0.272, -0.317, -0.275, 0.955, -0.272, -0.293, -0.312, -0.310, -0.289, -0.290, 0.860, -0.250, -0.275, -0.290, -0.303, -0.275, -0.281, 0.993, -0.325, -0.271, -0.246, -0.306, -0.271, -0.311], "e_lumo_ev": -4.48, "homo_energy_ev": -12.980, "orbital_gap_ev": 8.500, "charge": 1, "total_energy_ev": -344563.4853}